2 unconnected molecules or ions with the total composition C5H16B2N3O8S2 in a non-equilibrium geometry, computed with wB97M-V/def2-TZVPD.

The geometry in XYZ format:
```
36
Properties=species:S:1:pos:R:3:forces:R:3
C -1.09258 -2.36079 1.17838 0.08 -1.86 0.05
N -1.15349 -1.17639 0.23888 0.32 1.19 2.45
C 0.23230 -0.67465 -0.14929 0.21 0.82 -1.65
B -2.04901 -0.06242 0.74870 -0.68 -0.26 -3.74
O -2.94121 0.58801 -0.26772 3.64 -1.49 0.82
S -2.12151 0.61217 2.49982 -4.21 1.67 5.86
O -3.51255 1.34526 2.62947 4.64 -1.79 -1.39
O -2.10068 -0.45638 3.61849 0.91 2.36 -3.76
N -0.89737 1.85010 2.63133 0.88 -2.76 0.14
S 0.51266 1.30291 3.50703 -1.36 -2.12 3.10
O 0.28393 1.66463 5.00209 1.32 -0.85 -4.82
O 0.90462 -0.17606 3.25568 -0.84 4.15 0.20
C 1.97056 2.33481 2.82728 0.03 1.01 -0.77
B 2.83299 1.50084 1.66207 0.17 -1.00 -1.16
O 3.60480 0.26745 1.91144 -2.45 1.56 -1.00
O 2.82760 2.04369 0.27769 -2.07 -0.52 2.48
H -1.16213 -3.33457 0.49161 0.32 1.90 1.48
H -0.07592 -2.41086 1.80121 -2.33 0.28 -1.21
H -2.01275 -2.44147 1.91863 1.99 0.55 -1.50
H 0.29950 0.50563 0.00474 0.03 -2.50 -0.11
H 1.11202 -1.21236 0.40751 -1.89 1.06 -0.85
H 0.33879 -0.86436 -1.31226 0.13 0.31 2.46
H -2.47072 0.39063 -1.15290 -1.22 0.12 2.01
H 2.65639 2.69399 3.72112 -1.68 -0.86 -1.70
H 1.49466 3.25864 2.26418 0.83 -1.67 1.55
H 3.01119 -0.52530 1.72329 1.00 1.59 0.55
H 1.93639 2.51351 0.10979 2.25 -0.85 0.61
O -0.06797 -1.93314 -3.21604 -0.04 0.49 -0.84
C -0.31703 -1.15520 -4.12977 -0.12 -0.60 0.78
N -1.56693 -0.64018 -4.28949 -0.38 0.14 0.02
C 0.70971 -0.71114 -5.13112 0.08 0.21 -0.30
H -1.81999 0.00301 -5.02558 0.19 -0.21 0.24
H -2.27640 -0.92481 -3.62650 0.17 0.04 -0.16
H 1.09457 -1.58732 -5.65999 0.04 0.13 0.17
H 1.52733 -0.21034 -4.60569 -0.06 -0.19 -0.07
H 0.28824 -0.01755 -5.86409 0.10 -0.07 0.05
```
Forces are in eV/Å.

The value obtained for the LUMO energy is 2.135 eV. Its charge is -1. The value obtained for the HOMO-LUMO gap is 7.786 eV. The strongest force on any atom is 7.41 eV Å⁻¹. The calculation puts the energy at -1812.44513 Eh.

Results of the Löwdin charge analysis, in e, for atoms 1 through 4: C -0.122; N -0.159; C -0.080; B -0.485